1.
Below is the molecule C5H12N2, with properties calculated with ωB97M-V/def2-TZVPD.

Geometry as XYZ:
```
19
Properties=species:S:1:pos:R:3:forces:R:3
H 2.527 -0.710 -0.631 -0.114 -0.126 0.072
N 2.738 -0.939 0.349 -1.394 0.328 0.604
C 1.667 -0.928 1.036 -1.512 -0.045 -1.129
C -0.043 -0.708 0.354 4.169 -0.932 2.905
C -0.966 -0.281 1.481 -0.110 -0.133 0.044
N 0.220 0.114 -0.736 -4.119 -0.025 -3.366
C 0.423 1.537 -0.493 -0.122 0.057 -0.294
C -1.275 -0.084 -1.707 2.880 0.793 0.827
H 1.730 -1.121 2.119 -0.120 0.016 -0.274
H -0.252 -1.740 0.054 -0.030 0.258 -0.185
H -1.975 -0.661 1.300 -0.007 0.134 0.059
H -0.624 -0.707 2.430 -0.081 0.025 -0.100
H -1.022 0.801 1.604 0.064 -0.080 -0.002
H 0.547 2.035 -1.459 -0.031 -0.117 0.089
H -0.407 2.031 0.020 0.022 0.036 0.105
H 1.348 1.713 0.064 -0.088 -0.227 0.109
H -0.877 -0.522 -2.621 -0.181 0.086 0.040
H -1.717 0.895 -1.892 0.284 0.031 0.042
H -2.042 -0.725 -1.274 0.491 -0.078 0.455
```
Positions in Å, forces in eV/Å.

Summary:
ΔE to the lowest compared entry with this formula, charge and spin, kJ/mol: 314.0
SMILES: [H]/N=C\[C@@H](C)N(C)C
HOMO, hartree: -0.3163
HOMO-LUMO gap, eV: 9.553
LUMO energy, eV: 0.95



2.
Below is the molecule C5H12N2, with properties calculated with ωB97M-V/def2-TZVPD.

Geometry as XYZ:
```
19
Properties=species:S:1:pos:R:3:forces:R:3
C 0.879 -0.411 1.880 -1.496 -2.030 -1.024
C -0.749 -0.089 1.407 2.964 -0.040 2.454
N -1.282 0.806 2.518 -0.556 -0.285 -1.967
C -0.778 0.545 -0.001 0.590 0.576 0.491
C -0.108 -0.431 -1.059 -0.021 0.352 1.904
C 0.805 0.042 -1.943 -1.762 -0.165 0.258
N 1.065 -0.615 -3.165 -1.030 -0.578 -0.296
H 1.310 -1.235 1.142 -0.680 1.866 1.578
H 1.607 0.442 1.998 -1.145 -0.571 -0.531
H 0.776 -0.905 2.892 0.195 0.493 -1.048
H -1.298 -1.067 1.533 0.651 0.931 -0.645
H -1.459 1.676 2.048 -0.850 0.557 -0.301
H -0.567 1.135 3.122 1.087 -0.462 0.775
H -0.205 1.560 0.114 -0.609 -1.742 -0.495
H -1.850 0.913 -0.219 1.455 -0.997 -0.139
H -0.142 -1.523 -0.765 -0.772 1.138 -1.190
H 1.196 1.017 -1.594 0.095 -0.199 -1.511
H 0.206 -1.133 -3.574 2.368 1.476 1.076
H 1.651 -0.152 -3.864 -0.485 -0.320 0.611
```
Positions in Å, forces in eV/Å.

Summary:
ΔE to the lowest compared entry with this formula, charge and spin, kJ/mol: 284.1
SMILES: C[C@@H](N)C/C=C/N
HOMO, hartree: -0.2902
HOMO-LUMO gap, eV: 8.892
LUMO energy, eV: 1.00



3.
Below is a 2-piece molecular cluster, C5H12N2 overall, with properties calculated with ωB97M-V/def2-TZVPD.

Geometry as XYZ:
```
19
Properties=species:S:1:pos:R:3:forces:R:3
C -0.288 0.362 -0.179 1.574 -1.673 3.145
C -0.970 0.393 -1.274 -3.410 -0.873 -2.452
C -1.475 1.660 -1.936 0.630 1.632 0.552
C -1.589 -0.869 -1.970 -0.103 1.451 1.605
H -0.013 -0.618 0.337 -0.484 1.258 -0.911
H -0.022 1.213 0.447 0.127 0.210 -0.586
H -2.454 2.078 -1.525 1.128 -0.892 -0.559
H -1.491 1.673 -3.039 -0.327 -0.575 0.439
H -0.702 2.415 -1.719 -0.417 0.180 0.105
H -1.791 -1.704 -1.324 0.564 -0.406 0.650
H -0.879 -1.136 -2.704 0.238 -0.591 -1.367
H -2.602 -0.636 -2.317 0.495 0.272 -0.610
C 1.438 0.035 3.126 0.645 2.493 -0.390
N 1.613 -1.112 2.708 0.001 -3.072 -1.358
N 2.719 -1.494 1.999 -0.585 -3.585 -0.258
H 0.482 0.314 3.538 0.014 -0.111 0.478
H 2.186 0.802 2.894 -0.180 0.301 0.236
H 2.596 -2.486 1.541 0.135 2.981 1.439
H 3.242 -0.892 1.399 -0.047 1.001 -0.158
```
Positions in Å, forces in eV/Å.

Summary:
ΔE to the lowest compared entry with this formula, charge and spin, kJ/mol: 313.5
SMILES: C=C(C)C.C=NN
HOMO, hartree: -0.3309
HOMO-LUMO gap, eV: 10.000
LUMO energy, eV: 1.00



4.
Below is the molecule C5H12N2, with properties calculated with ωB97M-V/def2-TZVPD.

Geometry as XYZ:
```
19
Properties=species:S:1:pos:R:3:forces:R:3
C 0.786 1.818 -0.030 0.493 -0.024 0.227
C 1.676 0.536 0.197 -1.134 0.637 -2.718
C 0.916 -0.498 -0.718 0.835 -0.626 2.742
C -0.251 -1.029 0.158 3.726 -4.726 1.461
C -1.506 -0.195 0.103 -4.509 3.977 -1.551
N -1.677 0.428 -1.203 2.802 -0.558 3.794
N 0.113 -1.214 1.523 -0.193 1.986 -2.375
H 1.346 2.740 -0.256 -0.091 -0.436 0.057
H 0.169 2.030 0.842 0.045 0.090 0.147
H 0.080 1.570 -0.847 0.526 0.825 0.476
H 1.718 0.179 1.220 0.126 0.181 -0.160
H 2.661 0.638 -0.245 0.280 0.365 0.254
H 0.452 -0.141 -1.617 0.015 0.602 -0.488
H 1.548 -1.359 -0.978 -0.163 0.040 0.289
H -1.330 0.590 0.867 0.136 -0.194 -0.739
H -2.333 -0.824 0.510 0.192 0.501 -0.521
H -2.522 0.333 -1.667 -2.319 -1.236 -0.742
H -0.560 -1.969 -0.326 -0.090 -0.046 0.171
H -0.004 -2.078 1.998 -0.677 -1.358 -0.323
```
Positions in Å, forces in eV/Å.

Summary:
ΔE to the lowest compared entry with this formula, charge and spin, kJ/mol: 700.7
HOMO, hartree: -0.2960
HOMO-LUMO gap, eV: 5.180
LUMO energy, eV: -2.87



5.
Below is the molecule C5H12N2, with properties calculated with ωB97M-V/def2-TZVPD.

Geometry as XYZ:
```
19
Properties=species:S:1:pos:R:3:forces:R:3
C -2.737 -2.107 -0.301 0.770 -0.248 0.412
N -2.149 -1.031 0.481 -0.180 -0.139 -0.109
C -0.790 -0.757 0.255 -0.721 -0.134 0.064
C -0.137 0.259 0.796 0.592 0.149 0.403
C 1.327 0.534 0.562 -0.613 0.089 -0.361
C 1.551 1.828 -0.242 0.484 -0.283 0.127
N 2.587 1.616 -1.269 0.056 -0.067 0.197
H -2.581 -1.899 -1.354 -0.406 0.108 -0.212
H -2.248 -3.078 -0.115 -0.096 0.022 0.062
H -3.782 -2.203 -0.032 -0.203 0.044 -0.301
H -2.435 -1.077 1.447 0.214 0.200 -0.003
H -0.328 -1.434 -0.453 0.270 -0.007 -0.073
H -0.676 0.929 1.458 -0.046 0.052 0.015
H 1.709 -0.283 -0.050 0.203 -0.185 0.119
H 1.867 0.579 1.514 0.071 -0.143 -0.162
H 0.623 2.065 -0.758 -0.049 0.322 0.114
H 1.844 2.622 0.459 -0.340 0.110 -0.200
H 3.280 0.957 -0.930 0.002 0.134 -0.011
H 3.074 2.481 -1.467 -0.008 -0.025 -0.083
```
Positions in Å, forces in eV/Å.

Summary:
ΔE to the lowest compared entry with this formula, charge and spin, kJ/mol: 133.1
SMILES: CN/C=C/CCN
HOMO, hartree: -0.2894
HOMO-LUMO gap, eV: 9.076
LUMO energy, eV: 1.20



6.
Below is the molecule C5H12N2, with properties calculated with ωB97M-V/def2-TZVPD.

Geometry as XYZ:
```
19
Properties=species:S:1:pos:R:3:forces:R:3
C 1.801 -0.109 1.410 -0.952 0.178 -0.467
C 1.335 -0.040 0.146 0.658 1.587 2.248
N 2.121 -0.402 -0.946 0.495 0.209 -1.430
C 0.102 0.881 -0.199 2.980 -2.999 2.315
C -1.058 0.013 -0.536 -3.799 1.131 -2.629
C -1.401 -1.171 0.321 1.669 -0.281 2.387
N -2.251 0.888 -0.496 0.249 0.335 0.786
H 2.833 -0.401 1.538 -0.015 -0.329 0.490
H 1.171 0.235 2.257 0.713 -0.427 -0.647
H 3.081 -0.692 -0.801 -0.272 -0.582 0.930
H 2.291 0.405 -1.537 -0.646 0.009 -0.419
H 0.706 1.353 -0.946 -1.277 1.424 -1.097
H -0.028 1.462 0.730 -0.328 0.036 -0.806
H -1.019 -0.313 -1.595 0.749 -0.265 0.397
H -1.523 -0.838 1.371 0.461 0.229 -0.215
H -2.325 -1.753 0.263 0.150 0.220 -1.355
H -0.495 -1.800 0.332 -0.666 -0.351 0.031
H -2.183 1.815 -0.879 -0.184 -0.190 -0.192
H -3.159 0.468 -0.433 0.015 0.066 -0.324
```
Positions in Å, forces in eV/Å.

Summary:
ΔE to the lowest compared entry with this formula, charge and spin, kJ/mol: 208.3
SMILES: C=C(N)C[C@@H](C)N
HOMO, hartree: -0.3036
HOMO-LUMO gap, eV: 9.228
LUMO energy, eV: 0.97



- Which value of LUMO energy does entry 4 give?
  -2.87 eV